This record from the OMol25 dataset describes an isolated molecule of C11H11N3 in a non-equilibrium geometry. The level of theory is ωB97M-V with the def2-TZVPD basis set.

The geometry in XYZ format:
```
25
Properties=species:S:1:pos:R:3:forces:R:3
H 4.286 -0.072 1.048 -2.010 -0.606 -0.700
H -0.087 1.611 0.907 4.507 4.897 1.628
C -2.652 2.617 0.204 2.280 4.459 2.121
H 2.004 -3.193 -1.436 0.630 -2.666 -1.155
H -2.877 0.671 1.151 -0.065 -0.532 -0.029
H 1.975 1.251 1.205 0.170 0.434 -0.264
C 0.983 -1.658 -0.767 -5.245 3.939 2.752
C 0.902 -0.350 0.090 -0.165 -2.142 -3.055
H -2.512 4.852 0.113 0.176 -2.211 0.873
H -2.165 1.974 2.091 -0.272 0.455 1.712
C 2.096 -2.376 -0.836 4.522 3.148 2.773
C 3.265 -0.403 0.628 -0.106 -2.757 -2.300
H -2.201 -2.069 -1.916 1.782 1.029 1.870
N -0.831 1.098 0.854 -5.418 -2.463 0.790
C -1.337 -1.615 -1.241 1.254 0.466 -1.050
N -1.526 -0.335 -0.693 1.507 -3.807 0.152
C 2.092 0.387 0.573 -0.449 -4.264 0.317
C 3.205 -1.853 -0.123 1.107 -0.164 0.510
H -2.494 4.484 1.808 0.364 -2.410 -0.472
H 4.051 -2.705 -0.103 -1.263 2.834 0.326
H -2.594 2.468 -0.924 -0.372 0.361 1.783
C -2.244 1.536 1.148 1.560 -0.841 -1.780
C -2.439 3.904 0.830 -2.062 1.034 -4.424
N -0.163 -2.311 -1.255 -1.608 2.418 0.048
C -0.495 0.071 0.113 -0.826 -0.610 -2.427
```
Forces are in eV/Å.

The HOMO energy comes out at -0.303 Ha. The largest force on an atom comes out at 7.11 eV/A. As for the SMILES: C=CCNc1ncnc2ccccc12. The value obtained for the total energy is -589.83047 Eh. The net charge is 0. For the relative energy (zero: lowest compared OMol25 entry of this formula, charge and spin), the calculation gives 137.4 kcal/mol. As for the frontier orbital gap: 8.306 eV.

***

This record from the OMol25 dataset describes a cluster of 2 separate species, C11H11N3 in total in a non-equilibrium geometry. The level of theory is ωB97M-V with the def2-TZVPD basis set.

The geometry in XYZ format:
```
25
Properties=species:S:1:pos:R:3:forces:R:3
H 1.250 -0.963 -4.376 -0.082 0.629 0.573
H -0.789 1.418 0.575 -1.323 -0.809 1.578
N 1.556 -2.962 1.255 1.144 -0.848 0.422
N -2.655 -2.406 0.034 3.329 0.851 1.471
C -1.377 2.056 2.554 2.023 -2.238 2.105
H -1.836 1.564 3.466 1.065 0.679 -0.412
H -1.202 -0.969 2.696 1.094 2.049 -0.779
H -0.245 2.343 2.671 -2.253 -0.447 0.334
C -1.606 -2.044 0.449 -3.604 -0.593 -2.215
C -0.655 -0.261 1.919 -1.388 -1.771 -0.332
H 0.342 0.009 2.196 0.451 0.234 0.849
C -0.417 -1.342 0.827 1.591 0.836 -1.525
C 1.220 -0.494 -3.375 -0.025 -2.227 0.801
C -1.428 1.013 1.488 1.195 -0.655 -3.615
C 2.017 0.547 -3.012 0.307 1.282 -0.469
H -0.106 -1.929 -2.565 -1.578 -2.314 -0.139
C 0.685 -2.236 1.144 -1.332 0.935 -0.668
H -1.952 2.900 2.445 -1.175 2.061 -0.899
H 2.635 0.917 -3.790 0.559 0.797 -0.379
H -2.410 0.727 1.005 0.749 0.494 1.007
C 1.970 1.156 -1.748 1.158 -0.137 -2.182
H 2.533 2.078 -1.581 -0.260 -0.329 0.315
C 0.652 -0.522 -1.124 -1.317 -0.343 2.128
N 1.276 0.582 -0.814 -1.427 -1.531 1.285
C 0.544 -1.182 -2.341 1.098 3.395 0.745
```
Forces are in eV/Å.

The HOMO energy (spin up / spin down) comes out at -0.337 / -0.337 Ha. The largest force on an atom comes out at 4.27 eV/A. The value obtained for the total energy is -589.86198 Eh. The net charge is 0. For the relative energy (zero: lowest compared OMol25 entry of this formula, charge and spin), the calculation gives 117.7 kcal/mol. As for the frontier orbital gap (spin up / spin down): 8.409 / 8.405 eV.

***

This record from the OMol25 dataset describes a structure of composition C11H11N3O3S2 in a non-equilibrium geometry. The level of theory is ωB97M-V with the def2-TZVPD basis set.

The geometry in XYZ format:
```
30
Properties=species:S:1:pos:R:3:forces:R:3
C -2.680 -2.900 4.125 -0.330 -0.396 0.153
H -4.364 -4.186 3.735 0.047 -0.006 0.014
O -1.819 -1.989 3.427 0.142 0.071 0.086
H -2.159 1.813 3.132 -0.114 -0.106 -0.012
H -2.048 -3.725 4.451 0.208 0.150 -0.113
H 1.666 -0.079 -1.592 0.013 0.159 -0.301
N 2.588 2.082 -5.527 0.669 0.267 0.357
O -1.406 -0.051 2.569 0.036 0.015 0.052
H 3.832 0.641 -0.734 -0.185 0.077 -0.269
H -0.981 1.794 1.814 0.102 -0.216 0.012
C 1.895 0.894 -3.498 -0.173 -0.516 0.176
N 0.591 0.473 -3.999 0.369 1.469 0.579
C 4.076 2.115 -3.744 -0.141 -0.242 0.847
C 2.805 1.676 -4.268 -0.065 0.140 -0.770
C -3.776 -3.424 3.222 -0.079 0.189 -0.225
H -2.632 1.236 1.505 -0.085 0.023 0.124
H -4.448 -2.623 2.913 -0.010 0.007 0.115
C 3.560 0.964 -1.742 -0.100 -0.531 0.890
S 3.890 2.939 -5.931 0.110 0.163 -0.008
C 2.283 0.532 -2.248 0.831 0.241 0.235
O -3.366 -0.353 3.654 0.011 0.047 0.037
C 4.447 1.733 -2.412 -0.062 0.300 -0.630
C -1.833 1.273 2.245 0.024 0.303 -0.129
H 5.390 2.056 -1.974 -0.257 -0.112 -0.179
N 4.792 2.871 -4.582 -0.935 -0.454 -0.608
C -2.303 -0.758 3.262 0.010 -0.136 -0.112
H -3.088 -2.430 5.021 -0.001 0.165 -0.119
H -3.350 -3.855 2.314 0.045 -0.105 0.091
S -1.274 0.601 -1.959 -0.127 0.487 -0.597
C -0.289 0.681 -3.179 0.047 -1.452 0.304
```
Forces are in eV/Å.

The HOMO energy comes out at -0.332 Ha. The largest force on an atom comes out at 1.62 eV/A. The value obtained for the total energy is -1612.11316 Eh. The net charge is 0. As for the frontier orbital gap: 8.290 eV.

***

This record from the OMol25 dataset describes an isolated molecule of C11H11NO2 in a non-equilibrium geometry. The level of theory is ωB97M-V with the def2-TZVPD basis set.

The geometry in XYZ format:
```
25
Properties=species:S:1:pos:R:3:forces:R:3
O 0.643 -2.310 0.347 -0.784 1.445 -0.176
C -2.837 1.108 0.500 0.975 -3.787 2.080
C -0.369 1.164 -0.350 3.470 -4.299 0.422
C 2.556 -0.687 -1.814 1.480 1.728 -3.998
H 3.923 1.245 -0.811 -0.279 -0.445 0.312
C -1.560 0.573 0.286 -0.563 0.095 0.122
H 1.744 1.096 -1.771 -1.191 0.199 0.566
C -3.722 0.375 1.341 1.925 -0.398 -1.486
C 0.218 -1.126 0.256 1.026 -2.432 0.490
H -4.630 0.788 1.606 -1.801 0.867 0.476
H 2.655 1.837 0.306 0.066 -0.174 0.151
H 3.095 0.135 0.393 1.557 -1.450 2.358
H -1.915 -2.445 1.980 0.008 1.576 -1.682
H -3.126 1.983 0.091 -0.750 2.943 -1.103
H -3.902 -1.483 2.544 -0.451 0.574 -0.699
O -0.150 2.101 -1.038 -0.377 2.375 -1.026
C 3.043 0.960 -0.210 -0.370 2.276 -1.109
H 1.803 -1.096 -2.484 -0.020 -0.226 0.267
C -3.390 -0.900 1.765 1.487 -0.391 0.468
H 3.082 -1.440 -1.294 0.124 -0.614 1.094
H 3.367 -0.138 -2.545 -1.834 -1.453 1.715
N 1.959 0.409 -1.041 0.634 -1.148 -0.247
C 0.851 0.023 -0.170 -3.959 4.568 -0.978
C -1.191 -0.704 0.708 -1.158 -0.953 0.436
C -2.147 -1.466 1.406 0.787 -0.876 1.547
```
Forces are in eV/Å.

The HOMO energy comes out at -0.284 Ha. The largest force on an atom comes out at 6.12 eV/A. As for the SMILES: C[NH+](C)C1=C([O-])c2ccccc2C1=O. The value obtained for the total energy is -630.88568 Eh. The net charge is 0. For the relative energy (zero: lowest compared OMol25 entry of this formula, charge and spin), the calculation gives 103.5 kcal/mol. As for the frontier orbital gap: 8.070 eV.